Record 1
Below is C7H16AsInN3S6 as an isolated structure, with properties calculated with wB97M-V/def2-TZVPD.

Atoms and positions in Å:
In1 -1.465 -0.422 2.232
S1 1.395 0.848 1.735
S2 2.585 3.830 1.408
S3 -1.211 2.789 0.091
S4 -1.222 0.771 -0.318
C1 1.522 2.428 -1.854
As1 -0.091 3.434 -1.655
C2 -1.170 3.154 -3.209
C3 0.294 5.300 -1.470
S5 1.312 2.678 2.234
H1 1.936 2.652 -2.836
H2 1.258 1.375 -1.781
H3 2.225 2.697 -1.067
H4 -0.604 3.420 -4.100
H5 -2.065 3.767 -3.130
H6 -1.446 2.101 -3.235
H7 0.720 5.660 -2.405
H8 1.002 5.439 -0.655
H9 -0.629 5.833 -1.253
C4 0.621 -4.268 3.775
C5 1.231 -4.071 2.387
C6 0.200 -3.694 1.370
N1 -0.330 -2.525 1.265
N2 -1.301 -2.421 0.298
C7 -1.479 -3.543 -0.338
N3 -2.350 -3.682 -1.363
S6 -0.446 -4.816 0.216
H10 1.390 -4.550 4.492
H11 -0.135 -5.054 3.763
H12 0.151 -3.350 4.126
H13 1.738 -4.980 2.061
H14 1.984 -3.282 2.405
H15 -2.990 -2.921 -1.517
H16 -2.630 -4.594 -1.672

* net charge: +1
* E_HOMO: -10.60 eV
* max |F|: 0.4 eV/Å
* energy above the lowest of the compared OMol25 structures with the same formula, charge and spin: 228.70 kJ/mol
* LUMO: -4.662 eV

Charge distribution, natural (NBO) scheme, values in e: number 1, In, carries 0.727; number 2, S, carries -0.190; number 3, S, carries -0.274; number 4, S, carries -0.160; number 5, S, carries -0.556; number 6, C, carries -0.976; number 7, As, carries 1.480; number 8, C, carries -0.965; number 9, C, carries -0.964; number 10, S, carries 0.398; number 11, H, carries 0.254; number 12, H, carries 0.280; number 13, H, carries 0.272; number 14, H, carries 0.254; number 15, H, carries 0.262; number 16, H, carries 0.273; number 17, H, carries 0.259; number 18, H, carries 0.271; number 19, H, carries 0.264; number 20, C, carries -0.594; number 21, C, carries -0.451; number 22, C, carries 0.087; number 23, N, carries -0.353; number 24, N, carries -0.394; number 25, C, carries 0.233; number 26, N, carries -0.786; number 27, S, carries 0.395; number 28, H, carries 0.229; number 29, H, carries 0.215; number 30, H, carries 0.213; number 31, H, carries 0.229; number 32, H, carries 0.239; number 33, H, carries 0.416; number 34, H, carries 0.411

---

Record 2
Below is one molecule with the formula C3H4N2O3S, with properties calculated with wB97M-V/def2-TZVPD.

Atoms and positions in Å:
C1 -0.953 0.824 -0.072
C2 -1.238 -0.471 -0.210
C3 1.404 -0.692 0.195
N1 0.273 1.294 0.156
N2 0.644 2.524 0.525
O1 -0.194 3.397 0.445
O2 1.791 2.655 0.870
O3 -0.257 -2.246 1.483
S1 0.025 -1.746 0.145
H1 -1.764 1.551 -0.121
H2 -2.203 -0.874 -0.442
H3 1.879 -0.484 -0.748
H4 2.003 -0.624 1.088

* net charge: 0
* E_HOMO (alpha / beta): -9.58 / -9.59 eV
* max |F|: 4.3 eV/Å
* energy above the lowest of the compared OMol25 structures with the same formula, charge and spin: 725.30 kJ/mol
* LUMO (alpha / beta): -2.046 / -2.045 eV

Charge distribution, natural (NBO) scheme, values in e: number 1, C, carries 0.029; number 2, C, carries -0.523; number 3, C, carries -0.353; number 4, N, carries -0.335; number 5, N, carries 0.628; number 6, O, carries -0.416; number 7, O, carries -0.393; number 8, O, carries -0.938; number 9, S, carries 1.306; number 10, H, carries 0.258; number 11, H, carries 0.251; number 12, H, carries 0.234; number 13, H, carries 0.253

---

Record 3
Below is a 10-piece molecular cluster, C28H60O10S2 overall, with properties calculated with wB97M-V/def2-TZVPD.

Atoms and positions in Å:
C1 -4.116 -1.585 1.861
S1 -4.617 -0.015 2.445
O1 -3.373 0.693 2.874
C2 -5.112 0.695 0.919
H1 -5.009 -2.212 1.757
H2 -3.441 -2.047 2.591
H3 -3.569 -1.528 0.917
H4 -5.094 1.768 1.063
H5 -6.091 0.259 0.693
H6 -4.461 0.576 0.063
C3 -3.516 -0.384 -3.879
S2 -2.644 -0.883 -2.464
O2 -3.672 -1.248 -1.443
C4 -1.929 -2.341 -3.153
H7 -4.107 0.518 -3.627
H8 -4.216 -1.133 -4.247
H9 -2.824 -0.017 -4.650
H10 -1.228 -1.993 -3.926
H11 -2.667 -3.017 -3.585
H12 -1.388 -2.923 -2.411
C5 -1.750 -6.011 -1.303
C6 -3.147 -5.449 -1.191
O3 -4.029 -5.884 -1.926
C7 -3.400 -4.479 -0.075
H13 -1.747 -6.669 -2.171
H14 -1.453 -6.563 -0.405
H15 -1.057 -5.168 -1.355
H16 -4.423 -4.483 0.328
H17 -3.271 -3.472 -0.448
H18 -2.800 -4.712 0.805
C8 -3.197 3.663 1.272
C9 -2.447 4.915 0.972
O4 -2.928 6.023 1.069
C10 -0.992 4.784 0.745
H19 -3.321 3.086 0.340
H20 -4.199 3.919 1.660
H21 -2.636 3.065 1.996
H22 -0.453 4.827 1.687
H23 -0.545 5.598 0.192
H24 -0.640 3.853 0.285
C11 0.093 0.882 -5.094
C12 -0.294 2.159 -4.441
O5 -0.972 2.970 -5.035
C13 0.299 2.424 -3.059
H25 -0.069 -0.011 -4.459
H26 1.140 0.983 -5.330
H27 -0.439 0.710 -6.026
H28 1.224 1.852 -2.930
H29 -0.423 2.128 -2.300
H30 0.448 3.495 -2.937
C14 -0.109 -0.695 4.700
C15 -1.253 -1.666 4.569
O6 -1.257 -2.506 3.680
C16 -2.289 -1.603 5.611
H31 0.478 -0.886 5.597
H32 -0.537 0.297 4.866
H33 0.463 -0.779 3.784
H34 -2.901 -2.510 5.635
H35 -2.971 -0.782 5.371
H36 -1.934 -1.357 6.600
C17 3.965 -2.585 2.077
C18 4.875 -1.382 2.113
O7 6.083 -1.477 2.160
C19 4.218 0.001 1.881
H37 4.498 -3.518 2.183
H38 3.547 -2.582 1.075
H39 3.160 -2.545 2.827
H40 5.035 0.713 1.808
H41 3.516 0.102 2.711
H42 3.683 0.042 0.926
C20 2.637 2.807 0.375
C21 3.078 4.155 0.865
O8 2.518 5.204 0.534
C22 4.409 4.231 1.555
H43 3.427 2.430 -0.278
H44 1.692 2.799 -0.175
H45 2.519 2.095 1.192
H46 4.359 3.612 2.473
H47 4.712 5.244 1.811
H48 5.109 3.830 0.836
C23 4.558 0.102 -2.330
C24 5.781 0.926 -2.321
O9 5.935 1.785 -1.483
C25 6.876 0.460 -3.253
H49 3.720 0.429 -1.714
H50 4.786 -0.933 -2.047
H51 4.160 0.052 -3.363
H52 6.558 0.483 -4.289
H53 7.112 -0.604 -3.175
H54 7.791 1.055 -3.151
C26 0.061 -1.876 0.368
C27 0.244 -0.422 0.039
O10 1.031 -0.081 -0.832
C28 -0.563 0.574 0.905
H55 -0.949 -2.226 0.120
H56 0.232 -1.995 1.436
H57 0.734 -2.464 -0.272
H58 -1.117 0.025 1.674
H59 -1.294 1.109 0.289
H60 0.110 1.294 1.373

* net charge: 0
* E_HOMO: -9.13 eV
* max |F|: 2.8 eV/Å
* energy above the lowest of the compared OMol25 structures with the same formula, charge and spin: 19.09 kJ/mol
* LUMO: 0.160 eV

Results of the Löwdin charge analysis, in e, for atoms 1 through 99: number 1, C, carries -0.281; number 2, S, carries 0.824; number 3, O, carries -0.558; number 4, C, carries -0.270; number 5, H, carries 0.065; number 6, H, carries 0.042; number 7, H, carries 0.026; number 8, H, carries 0.027; number 9, H, carries 0.068; number 10, H, carries 0.035; number 11, C, carries -0.275; number 12, S, carries 0.793; number 13, O, carries -0.544; number 14, C, carries -0.255; number 15, H, carries 0.074; number 16, H, carries 0.072; number 17, H, carries 0.057; number 18, H, carries 0.054; number 19, H, carries 0.071; number 20, H, carries 0.035; number 21, C, carries -0.024; number 22, C, carries -0.491; number 23, O, carries 0.053; number 24, C, carries -0.028; number 25, H, carries 0.085; number 26, H, carries 0.090; number 27, H, carries 0.068; number 28, H, carries 0.093; number 29, H, carries 0.041; number 30, H, carries 0.089; number 31, C, carries -0.037; number 32, C, carries -0.517; number 33, O, carries 0.074; number 34, C, carries -0.032; number 35, H, carries 0.086; number 36, H, carries 0.095; number 37, H, carries 0.079; number 38, H, carries 0.095; number 39, H, carries 0.085; number 40, H, carries 0.063; number 41, C, carries -0.033; number 42, C, carries -0.504; number 43, O, carries 0.068; number 44, C, carries -0.012; number 45, H, carries 0.072; number 46, H, carries 0.085; number 47, H, carries 0.084; number 48, H, carries 0.071; number 49, H, carries 0.071; number 50, H, carries 0.088; number 51, C, carries -0.011; number 52, C, carries -0.510; number 53, O, carries 0.035; number 54, C, carries -0.024; number 55, H, carries 0.090; number 56, H, carries 0.094; number 57, H, carries 0.064; number 58, H, carries 0.095; number 59, H, carries 0.088; number 60, H, carries 0.084; number 61, C, carries -0.022; number 62, C, carries -0.481; number 63, O, carries 0.067; number 64, C, carries -0.019; number 65, H, carries 0.077; number 66, H, carries 0.077; number 67, H, carries 0.085; number 68, H, carries 0.081; number 69, H, carries 0.081; number 70, H, carries 0.061; number 71, C, carries -0.023; number 72, C, carries -0.473; number 73, O, carries 0.045; number 74, C, carries -0.019; number 75, H, carries 0.074; number 76, H, carries 0.066; number 77, H, carries 0.062; number 78, H, carries 0.092; number 79, H, carries 0.084; number 80, H, carries 0.080; number 81, C, carries -0.033; number 82, C, carries -0.507; number 83, O, carries 0.069; number 84, C, carries -0.024; number 85, H, carries 0.057; number 86, H, carries 0.096; number 87, H, carries 0.093; number 88, H, carries 0.077; number 89, H, carries 0.087; number 90, H, carries 0.089; number 91, C, carries -0.014; number 92, C, carries -0.469; number 93, O, carries 0.024; number 94, C, carries 0.004; number 95, H, carries 0.073; number 96, H, carries 0.070; number 97, H, carries 0.086; number 98, H, carries 0.055; number 99, H, carries 0.077

---

Record 4
Below is C34H31FLiN5OS3Sb as an isolated structure, with properties calculated with wB97M-V/def2-TZVPD.

Atoms and positions in Å:
Li1 -0.002 0.817 0.779
C1 3.588 0.564 1.419
C2 2.648 -0.619 1.559
C3 3.211 -1.861 2.328
C4 3.243 -3.118 1.551
C5 2.618 -3.211 0.375
C6 2.025 -2.012 -0.257
N1 2.060 -0.847 0.248
Sb1 1.383 -2.226 -2.334
C7 -0.764 -2.057 -2.263
C8 -1.554 -3.191 -2.091
C9 -2.925 -3.054 -2.212
C10 -3.457 -1.800 -2.457
C11 -2.602 -0.706 -2.542
C12 -3.109 0.703 -2.622
N2 -1.274 -0.856 -2.502
C13 1.809 -0.169 -2.808
C14 2.682 0.146 -3.846
C15 2.944 1.487 -4.091
C16 2.330 2.448 -3.303
C17 1.467 2.046 -2.281
C18 0.767 3.023 -1.385
N3 1.228 0.755 -2.052
H1 3.978 0.870 2.392
H2 3.019 1.388 0.978
H3 4.416 0.287 0.762
H4 4.150 -1.657 2.845
H5 3.733 -3.982 1.990
H6 2.581 -4.145 -0.176
H7 -1.101 -4.150 -1.871
H8 -3.576 -3.913 -2.097
H9 -4.525 -1.669 -2.583
H10 -4.151 0.750 -2.939
H11 -2.483 1.296 -3.289
H12 -3.015 1.117 -1.612
H13 3.143 -0.636 -4.437
H14 3.622 1.781 -4.884
H15 2.516 3.501 -3.476
H16 1.018 4.054 -1.634
H17 1.013 2.808 -0.337
H18 -0.313 2.872 -1.451
F1 0.964 2.094 1.213
O1 -1.821 0.650 0.527
C19 -2.637 0.250 1.547
C20 -2.839 -1.286 1.572
C21 -3.965 -2.055 1.635
C22 -3.697 -3.454 1.540
C23 -2.370 -3.716 1.392
S1 -1.451 -2.272 1.355
C24 -4.046 0.864 1.367
C25 -4.596 1.334 0.218
C26 -5.936 1.798 0.375
C27 -6.381 1.683 1.655
S2 -5.169 1.020 2.677
C28 -2.133 0.718 2.935
C29 -1.752 1.989 3.240
C30 -1.392 2.150 4.606
C31 -1.508 0.991 5.314
S3 -2.037 -0.300 4.319
H19 -4.961 -1.649 1.740
H20 -4.461 -4.220 1.587
H21 -1.880 -4.675 1.303
H22 -4.039 1.360 -0.708
H23 -6.541 2.192 -0.433
H24 -7.343 1.955 2.065
H25 -1.726 2.776 2.499
H26 -1.052 3.085 5.032
H27 -1.312 0.811 6.362
N4 1.924 0.178 4.618
C32 2.059 -1.216 4.729
C33 1.961 -1.695 3.309
N5 1.567 -0.463 2.559
C34 1.594 0.612 3.438
H28 1.904 0.773 5.429
H29 2.763 -1.597 5.458
H30 1.274 -2.536 3.160
H31 1.324 1.617 3.133

* net charge: -1
* E_HOMO: -3.33 eV
* max |F|: 1.0 eV/Å
* LUMO: 2.516 eV

Charge distribution, natural (NBO) scheme, values in e: number 1, Li, carries 0.891; number 2, C, carries -0.644; number 3, C, carries 0.282; number 4, C, carries -0.296; number 5, C, carries -0.109; number 6, C, carries -0.334; number 7, C, carries 0.009; number 8, N, carries -0.441; number 9, Sb, carries 0.924; number 10, C, carries -0.056; number 11, C, carries -0.286; number 12, C, carries -0.166; number 13, C, carries -0.259; number 14, C, carries 0.252; number 15, C, carries -0.643; number 16, N, carries -0.444; number 17, C, carries -0.054; number 18, C, carries -0.297; number 19, C, carries -0.185; number 20, C, carries -0.261; number 21, C, carries 0.255; number 22, C, carries -0.698; number 23, N, carries -0.432; number 24, H, carries 0.203; number 25, H, carries 0.281; number 26, H, carries 0.206; number 27, H, carries 0.209; number 28, H, carries 0.198; number 29, H, carries 0.208; number 30, H, carries 0.208; number 31, H, carries 0.209; number 32, H, carries 0.208; number 33, H, carries 0.196; number 34, H, carries 0.225; number 35, H, carries 0.257; number 36, H, carries 0.207; number 37, H, carries 0.201; number 38, H, carries 0.204; number 39, H, carries 0.185; number 40, H, carries 0.321; number 41, H, carries 0.231; number 42, F, carries -0.921; number 43, O, carries -0.976; number 44, C, carries 0.190; number 45, C, carries -0.197; number 46, C, carries -0.283; number 47, C, carries -0.273; number 48, C, carries -0.436; number 49, S, carries 0.483; number 50, C, carries -0.161; number 51, C, carries -0.267; number 52, C, carries -0.262; number 53, C, carries -0.446; number 54, S, carries 0.415; number 55, C, carries -0.214; number 56, C, carries -0.258; number 57, C, carries -0.265; number 58, C, carries -0.455; number 59, S, carries 0.461; number 60, H, carries 0.227; number 61, H, carries 0.207; number 62, H, carries 0.222; number 63, H, carries 0.225; number 64, H, carries 0.207; number 65, H, carries 0.221; number 66, H, carries 0.247; number 67, H, carries 0.210; number 68, H, carries 0.223; number 69, N, carries -0.430; number 70, C, carries -0.415; number 71, C, carries -0.040; number 72, N, carries -0.445; number 73, C, carries 0.182; number 74, H, carries 0.414; number 75, H, carries 0.178; number 76, H, carries 0.185; number 77, H, carries 0.282

---

Record 5
Below is an isolated ion of composition C2H4NO and charge +1, with properties calculated with wB97M-V/def2-TZVPD.

Atoms and positions in Å:
C1 -1.034 -0.342 0.065
C2 0.012 0.535 -0.107
N1 1.637 -0.033 0.090
O1 1.938 -1.097 0.262
H1 -0.848 -1.330 -0.298
H2 -0.036 1.631 0.323
H3 0.238 0.868 -1.050
H4 -1.906 -0.232 0.716

* net charge: +1
* E_HOMO (alpha / beta): -16.29 / -15.85 eV
* max |F|: 4.4 eV/Å
* energy above the lowest of the compared OMol25 structures with the same formula, charge and spin: 391.08 kJ/mol
* LUMO (alpha / beta): -7.468 / -7.874 eV

Charge distribution, natural (NBO) scheme, values in e: number 1, C, carries 0.008; number 2, C, carries -0.511; number 3, N, carries 0.435; number 4, O, carries 0.001; number 5, H, carries 0.208; number 6, H, carries 0.297; number 7, H, carries 0.312; number 8, H, carries 0.250

---

Record 6
Below is a 2-piece molecular cluster, CH2FNOS overall, with properties calculated with wB97M-V/def2-TZVPD.

Atoms and positions in Å:
C1 -0.318 0.789 -0.016
N1 -1.263 0.085 -0.174
O1 0.752 1.238 0.061
F1 3.326 -0.184 -0.572
S1 -2.902 -0.132 -0.294
H1 2.651 0.415 -0.311
H2 -2.927 -1.183 0.545

* net charge: 0
* E_HOMO: -9.69 eV
* max |F|: 1.4 eV/Å
* energy above the lowest of the compared OMol25 structures with the same formula, charge and spin: 47.46 kJ/mol
* LUMO: 0.308 eV

Charge distribution, natural (NBO) scheme, values in e: number 1, C, carries 0.865; number 2, N, carries -0.704; number 3, O, carries -0.554; number 4, F, carries -0.574; number 5, S, carries 0.274; number 6, H, carries 0.570; number 7, H, carries 0.123